1.
Computed, not measured: a single CH3NOS molecule, with ωB97M-V/def2-TZVPD.

```
! wB97M-V def2-TZVPD RIJCOSX def2/J DEFGRID3
* xyz 0 1
H 1.62576 0.96727 0.19143
H 1.44912 -0.67667 -0.80546
N -2.56253 -0.65357 0.63769
H 0.81415 -0.39600 0.95081
O -0.31780 0.51245 -0.53744
C 0.93069 0.11123 -0.03313
S -1.93940 0.13529 -0.40389
*
```

The value obtained for the energy is -567.98960 Ha. The calculation puts the relative energy (zero: lowest compared OMol25 entry of this formula, charge and spin) at 3.025 eV. For the gap between HOMO and LUMO, the calculation gives 10.0 eV. The LUMO energy comes out at -0.258 eV.

2.
Computed, not measured: a molecular structure, C27H15Cl5N2NaO2S5, with ωB97M-V/def2-TZVPD.

```
! wB97M-V def2-TZVPD RIJCOSX def2/J DEFGRID3
* xyz -2 2
C -0.22569 7.37243 2.49162
C -1.02789 -5.00423 -4.41160
S -1.06394 -1.91434 -1.82837
H -0.66643 -6.02439 -4.39960
C -2.20336 -3.21576 -5.51251
C -1.29686 -2.89576 -3.32237
Cl 7.02917 -2.65410 4.28063
Cl 5.45116 -2.51657 1.57344
C -2.00175 -2.40085 -4.41154
N -1.94121 2.93631 1.27181
H -3.43967 6.55049 1.79248
C -1.85100 5.14911 2.09381
H 1.36514 5.95518 2.75885
H 1.48211 2.43994 -4.33167
O -0.00454 -2.64762 -1.08083
H -2.74457 -2.83689 -6.37073
C 1.05964 -0.65954 -3.04272
C -2.39152 6.42608 2.01051
H -1.95902 0.75189 -2.40492
S -4.97888 4.79396 3.04693
H 2.71798 0.32909 -3.96894
C 3.26102 -3.32411 5.42194
C -2.68771 1.87853 1.12060
H -0.08802 3.98350 2.37650
C 4.64343 -3.13823 5.45734
H 1.58362 -1.58819 -2.85111
C 0.31109 6.09312 2.55311
H 0.40448 8.23888 2.65092
O 2.58162 -2.96602 1.88334
Cl 2.41016 -3.63424 6.89982
C 5.30951 -2.88829 4.25835
Cl 0.85144 -3.49494 4.18173
H -0.32394 -4.56422 -2.41194
N -2.63734 3.98147 1.86867
Cl 5.51208 -3.21736 6.95718
C 4.62243 -2.82634 3.06118
H -2.37581 -1.38378 -4.40380
C 1.68440 0.41203 -3.65742
H -1.87475 -5.15398 -6.37576
C -0.26083 -0.52837 -2.63959
C 2.56669 -3.26551 4.22950
C -0.49279 4.98421 2.35146
C -1.71190 -4.51758 -5.51441
H -2.00232 8.52263 2.14924
C 3.20556 -3.01362 2.97015
S -2.27383 0.38855 0.43544
H -0.85426 2.65861 -3.55893
C -0.61265 -5.47119 0.75179
C -0.32668 1.72150 -3.43593
C -1.57511 7.52927 2.21391
Na 0.56711 -3.20185 1.00693
C -0.95862 0.65438 -2.80858
S -4.32264 2.16166 1.77945
C 0.98741 1.59936 -3.86053
C -3.92237 3.78000 2.23021
S -1.68852 -6.14936 -0.22507
C -0.82078 -4.19494 -3.29997
*
```

The value obtained for the energy is -5752.13167 Ha. The calculation puts the relative energy (zero: lowest compared OMol25 entry of this formula, charge and spin) at 0.000 eV. For the gap between HOMO and LUMO (spin up / spin down), the calculation gives 3.7 / 6.5 eV. Its expectation value of S² is 0.7563. The LUMO energy (spin up / spin down) comes out at 3.696 / 3.690 eV.

3.
Computed, not measured: 8 unconnected molecules or ions with the total composition C9H34N10O8, with ωB97M-V/def2-TZVPD.

```
! wB97M-V def2-TZVPD RIJCOSX def2/J DEFGRID3
* xyz 0 1
H -3.31300 -15.59000 17.83300
H -4.65600 -10.87800 17.13200
N 0.48600 -16.42600 14.60200
H -8.96900 -14.54400 16.28000
H 1.06200 -17.10800 14.06900
O -6.70000 -14.67900 20.18100
H -7.79500 -13.20600 16.36300
H -4.85000 -14.10200 20.60000
H -6.54000 -14.96500 19.28700
N -3.76000 -18.13500 13.38500
H -3.41400 -14.16700 16.25800
C -0.76100 -16.56000 14.58800
N -1.17900 -17.23400 13.59300
O -1.60100 -15.89400 15.57000
O -4.55400 -16.44900 14.84700
H -6.11600 -17.38700 17.36200
H -5.97700 -12.20200 19.43700
O -7.40500 -16.49800 16.92200
H -4.86800 -18.26800 16.35800
H 0.96800 -15.90900 15.33800
N -0.98800 -13.71500 18.05700
H -3.62700 -19.17300 13.17400
H -5.08700 -15.79900 20.78500
O -3.46700 -17.74500 19.19900
H -3.18400 -12.42600 15.91800
H -5.62800 -18.86000 18.27400
N -4.13400 -16.15900 17.51800
N -6.17100 -14.65300 17.62100
H -5.41300 -13.80000 15.89300
C -7.19100 -15.11400 17.02600
H -3.55200 -11.91600 19.82700
H -2.85700 -13.60100 14.72100
H -6.10900 -13.66100 17.93000
H -0.68300 -17.73200 12.89400
C -3.48200 -11.85700 18.73200
O -4.93600 -13.40100 15.14000
H -2.62400 -11.19900 18.61200
H -3.86000 -17.55900 12.53200
H -5.00100 -10.44100 18.97000
H -0.65400 -13.92200 17.14200
H -5.91400 -14.57200 21.89100
H -2.21900 -17.47800 13.48500
C -4.75500 -11.21700 18.22000
N -5.36900 -18.01700 17.79600
N -7.95700 -14.28500 16.32000
C -1.39900 -14.48800 18.96500
H -2.06200 -16.42600 19.04500
C -3.55300 -13.35700 15.49000
C -5.56700 -14.82000 20.94900
C -4.30800 -17.35200 18.16500
N -1.75600 -15.63300 18.48400
H -4.51000 -19.57700 15.21500
C -4.32000 -17.73400 14.50800
H -1.28200 -15.87000 17.59500
H -3.30900 -12.86300 18.29700
H -4.19500 -16.20700 16.50600
H -5.28200 -15.28000 17.61600
N -4.52400 -18.56400 15.42800
H -0.67400 -12.78800 18.37500
O -5.82700 -12.08100 18.46300
O -1.42000 -14.14700 20.29800
*
```

As for the SMILES: NC(N)=O.NC(N)=O.NC(N)=O.NC(N)=O.NC(N)=O.CCO.CO.CO. The value obtained for the energy is -1512.69673 Ha. The calculation puts the relative energy (zero: lowest compared OMol25 entry of this formula, charge and spin) at 2.511 eV. For the gap between HOMO and LUMO, the calculation gives 8.4 eV. The LUMO energy comes out at -0.169 eV.

4.
Computed, not measured: a single C6H14N4O2 molecule, with ωB97M-V/def2-TZVPD.

```
! wB97M-V def2-TZVPD RIJCOSX def2/J DEFGRID3
* xyz 0 1
H -0.32103 0.11367 -4.43804
H -0.31417 1.99565 2.09823
H 1.55176 1.77232 -4.68400
O -1.58557 0.37273 3.74131
H -0.50087 -1.89424 0.56489
H 2.01698 -0.43850 0.71344
H 1.32808 -2.18759 -0.23519
C -1.71880 -0.08631 2.59195
H 0.35354 0.85084 -0.82031
C -0.72780 0.20922 1.51628
C 1.11642 -0.96586 0.12185
H 0.70374 0.85568 2.80746
H -0.08188 -0.54155 -1.31534
N 0.17436 1.11208 1.93504
H -2.98435 -1.01897 3.37703
O -2.65493 -0.88908 2.36162
H 2.34774 0.78521 -1.35447
N 1.75584 -0.14557 -1.94493
H 0.44174 -1.73350 1.83832
C 0.76870 -0.13491 -0.97640
H 0.03469 -1.18136 -3.32565
N 0.11680 -0.22589 -3.59557
N 1.79186 1.55225 -3.75551
H -1.24155 0.40356 0.45841
C 1.28841 0.41579 -3.17987
C -0.10734 -1.05466 1.09596
*
```

As for the SMILES: [H]/N=C(\N)NCCC[C@H](N)C(=O)O. The value obtained for the energy is -606.37106 Ha. The calculation puts the relative energy (zero: lowest compared OMol25 entry of this formula, charge and spin) at 5.519 eV. For the gap between HOMO and LUMO, the calculation gives 9.6 eV. The LUMO energy comes out at 0.544 eV.

5.
Computed, not measured: a single CH4NOP molecule, with ωB97M-V/def2-TZVPD.

```
! wB97M-V def2-TZVPD RIJCOSX def2/J DEFGRID3
* xyz 0 1
O -0.19847 -0.88564 0.20569
H -0.43411 1.73908 -1.53966
H -1.73556 -0.64250 -1.11181
P 1.33230 -0.42420 0.75976
C -0.80158 -0.24234 -0.74470
H 1.22710 -1.10396 2.00729
H 0.82795 0.72501 1.40332
N -0.21763 0.83455 -0.97987
*
```

As for the SMILES: [H]/N=C/OP. The value obtained for the energy is -511.79650 Ha. The calculation puts the relative energy (zero: lowest compared OMol25 entry of this formula, charge and spin) at 1.841 eV. For the gap between HOMO and LUMO, the calculation gives 10.4 eV. The LUMO energy comes out at 1.059 eV.

6.
Computed, not measured: 2 unconnected molecules or ions with the total composition C3H6FNOS, with ωB97M-V/def2-TZVPD.

```
! wB97M-V def2-TZVPD RIJCOSX def2/J DEFGRID3
* xyz 0 1
H -0.36625 1.55324 -0.41776
C 0.40165 0.76120 -0.50363
F 4.01893 -2.71913 0.55940
H -0.01077 0.03706 -1.29615
H 1.30670 1.10333 -0.94553
S 1.80604 -0.26014 1.52186
C 2.70700 -3.15961 0.82555
O 2.34990 -4.10064 0.20180
H -0.93863 -0.82779 2.24499
C -0.80264 -0.39046 1.18534
H -1.26740 -1.01949 0.50937
N 0.50336 0.04056 0.61043
H -1.37788 0.53062 1.22803
*
```

The value obtained for the energy is -745.81034 Ha. The calculation puts the relative energy (zero: lowest compared OMol25 entry of this formula, charge and spin) at 4.324 eV. For the gap between HOMO and LUMO (spin up / spin down), the calculation gives 8.1 / 6.3 eV. The LUMO energy (spin up / spin down) comes out at -0.934 / -1.809 eV.

7.
Computed, not measured: 5 unconnected molecules or ions with the total composition C33H32N2O2, with ωB97M-V/def2-TZVPD.

```
! wB97M-V def2-TZVPD RIJCOSX def2/J DEFGRID3
* xyz 0 1
H -5.07805 -8.94479 -0.46182
H 5.13515 4.40685 0.47347
C 3.25161 1.58589 0.58281
H -3.99709 -3.05218 -4.14287
H 5.11176 3.85193 -1.93997
H 3.94722 2.95324 2.08951
H 9.82540 7.18112 -1.64923
C -0.14272 -0.09316 4.44283
C 3.93589 2.71116 1.03199
H 7.41556 3.72761 -0.83282
C -5.06264 -0.80706 -1.89610
H -5.48251 -4.88277 -1.78118
H 3.91238 1.83679 -2.73641
C 9.28282 5.98885 -3.35446
H 1.65200 2.50645 3.20309
C -3.35223 -2.92543 -1.53692
C 8.60619 4.85854 -3.80259
C 7.94188 4.36056 -1.53987
H -4.86473 1.22028 2.39891
C -5.58101 -5.63232 -1.00278
H -6.11710 1.14138 -2.33433
H -7.20804 -0.33128 -2.46838
H 7.40114 3.16686 -3.24499
H -5.06707 -1.82286 -4.26393
H -5.93510 -8.30449 1.77164
C -5.83511 -7.55482 0.99379
H -5.97952 0.02855 -3.83367
C -5.23321 -6.95461 -1.26141
C 2.26715 1.24342 4.83154
C -6.05543 -5.27083 0.25458
C 0.18663 0.99399 3.63968
C -4.62892 -0.28186 -0.50984
H 3.20499 1.76750 4.98595
H 2.62239 -0.17356 6.40954
C -6.14777 0.05454 -2.70231
N -4.84918 -2.65754 -3.69522
C 1.39336 1.66084 3.83195
H 8.60254 4.61129 -4.85887
H 8.63757 5.72790 -0.03327
C -3.59953 -1.08104 0.33688
H -6.32409 -4.23940 0.45700
C -3.47595 -0.22250 1.66428
C 7.93291 4.04573 -2.89521
H 9.80207 6.62636 -4.06263
H 0.48059 -1.36743 6.05902
C 3.91599 2.08400 -1.68002
H 2.71104 0.39235 -1.12234
C 4.60457 3.52706 0.12397
H -6.56182 -5.95254 2.22990
H -0.49701 1.32213 2.86364
C -2.92475 -2.39199 -0.12062
H -1.08377 -0.61119 4.29351
C 3.24269 1.27107 -0.77257
C 0.73520 -0.51631 5.43649
O -2.83246 -0.57187 2.68168
C -5.35549 -7.91523 -0.26205
N -4.24949 1.04746 1.57901
C -5.02884 1.01002 0.31711
C -4.42148 -2.13511 -2.38725
C 4.59258 3.21436 -1.23185
C 9.29489 6.30158 -1.99870
H -4.86561 -7.23676 -2.24284
C 8.62621 5.48579 -1.09063
O -5.83241 1.92829 0.02760
H -2.91524 -3.87577 -1.98257
H 2.72522 0.95287 1.29012
C -6.18636 -6.23303 1.25110
C 1.93949 0.15382 5.63245
H -2.16531 -2.90870 0.54746
*
```

As for the SMILES: Cc1c(N)ccc2c1C(=O)NC2=O.c1ccccc1.c1ccccc1.c1ccccc1.c1ccccc1. The value obtained for the energy is -1536.54977 Ha. The calculation puts the relative energy (zero: lowest compared OMol25 entry of this formula, charge and spin) at 3.838 eV. For the gap between HOMO and LUMO, the calculation gives 8.0 eV. The LUMO energy comes out at -0.933 eV.

8.
Computed, not measured: 2 unconnected molecules or ions with the total composition C4H7NO2, with ωB97M-V/def2-TZVPD.

```
! wB97M-V def2-TZVPD RIJCOSX def2/J DEFGRID3
* xyz 0 1
C -0.97989 -0.27693 -0.69223
O 2.10598 -1.51713 0.37922
H -0.63370 -0.15683 1.45275
H -1.17401 -1.74401 0.86541
H -0.11467 1.68463 -0.19110
C -0.32636 0.99114 -1.01030
C 1.87174 -0.36855 0.34567
H -2.32515 -0.38996 0.95626
C -1.28885 -0.66278 0.73379
H -0.34453 1.43868 -1.99367
H -1.60310 -0.73034 -1.45324
H 2.45400 1.18227 1.20321
N 1.81560 0.85953 0.49802
O 0.38200 -0.27320 -1.07886
*
```

As for the SMILES: C[C@H]1CO1.N=C=O. The value obtained for the energy is -361.78539 Ha. The calculation puts the relative energy (zero: lowest compared OMol25 entry of this formula, charge and spin) at 2.598 eV. For the gap between HOMO and LUMO, the calculation gives 11.3 eV. The LUMO energy comes out at 1.007 eV.